1.
17
Properties=species:S:1:pos:R:3 method="wB97M-V/def2-TZVPD" multiplicity=1
C -1.26936 -0.72624 -0.56001
C 0.66503 -1.03128 -2.00149
N -0.03932 -0.13485 -1.09700
O -1.83123 0.17674 0.33334
H -0.01560 0.82876 0.69109
H -0.30239 0.71268 -1.59601
H -0.98376 -1.66919 -0.06836
H -2.00766 -0.93211 -1.35292
H 1.51797 -0.50680 -2.43228
H 1.02641 -1.88930 -1.43366
H 0.04054 -1.40388 -2.82337
C 1.33970 1.60213 2.15817
O -0.51258 0.29252 2.46344
N 0.35672 0.90395 1.73268
H -1.48468 -0.00394 1.32535
H 2.01319 2.04352 1.44223
H 1.48702 1.73729 3.21880



2.
17
Properties=species:S:1:pos:R:3 method="wB97M-V/def2-TZVPD" multiplicity=1
C 0.65962 -2.20645 -1.50968
N 0.64763 -1.06339 -0.80235
C 0.24414 -0.97434 0.58932
C -1.03494 -0.14643 0.83186
N -1.83142 0.01821 -0.39229
O 0.43511 -3.30376 -1.04605
H 0.91524 -2.09142 -2.56788
H 0.74213 -0.18681 -1.28304
H 0.05234 -1.98114 0.93450
H 1.05534 -0.48466 1.12000
H -0.84489 0.84951 1.22724
H -1.68925 -0.68992 1.51721
H -2.49109 0.77258 -0.42360
H -1.52070 -0.31808 -1.27773
H 1.58429 3.59191 0.33335
H 1.15382 4.33021 1.56166
O 1.92263 3.88400 1.18750



3.
18
Properties=species:S:1:pos:R:3 method="wB97M-V/def2-TZVPD" multiplicity=1
N 1.15057 0.31235 -0.52778
C 0.12616 0.41250 0.49039
C -1.17375 0.97117 -0.24981
S -1.02088 2.86490 -0.48351
C -0.29259 -1.08502 0.75590
N 0.20007 -1.81760 1.79094
O -1.19825 -1.47396 0.04302
H 1.47006 -0.59176 -0.83587
H 1.89714 0.98170 -0.46679
H 0.40035 0.92176 1.43444
H -2.18524 0.87074 0.13794
H -1.24446 0.66430 -1.31095
H -0.97424 3.21345 0.81066
H 1.12032 -1.57171 2.15223
H -0.17742 -2.77772 1.71773
H 2.54264 -2.79037 -2.02600
H 3.23131 -2.91962 -0.68031
O 2.35222 -2.78032 -1.05728



4.
18
Properties=species:S:1:pos:R:3 method="wB97M-V/def2-TZVPD" multiplicity=1
N 1.70001 0.10932 -0.62566
C 0.64976 0.48928 0.41704
C -0.14517 1.73301 -0.04590
S 0.52801 3.28457 0.50245
C -0.30655 -0.77228 0.57712
N 0.39902 -1.72059 1.32965
O -1.53892 -0.60664 0.47758
H 1.33476 0.26760 -1.55929
H 2.42145 0.88257 -0.70744
H 0.93301 0.83185 1.39883
H -1.12812 1.70289 0.54667
H -0.40957 1.81386 -1.04023
H 1.50199 2.94792 1.37851
H 1.32045 -1.75016 1.38506
H 0.00679 -2.70085 1.42957
H -2.61196 -2.02332 -2.56657
H -2.61729 -2.14978 -1.09746
O -2.03766 -2.33924 -1.79994



5.
18
Properties=species:S:1:pos:R:3 method="wB97M-V/def2-TZVPD" multiplicity=1
C -2.45866 0.05359 0.00607
C -0.45273 0.64665 -0.51116
C 0.31616 -0.28122 0.36590
N -0.22382 1.98201 0.01215
N 0.16437 -1.64364 -0.10061
O -2.47528 -1.26670 0.12551
O -3.37615 0.77094 0.13845
Si 2.23196 0.19260 0.04237
H -0.46186 0.44908 -1.52829
H 0.01739 -0.30836 1.35488
H -0.99893 2.62318 -0.06569
H 0.02192 1.96235 1.00369
H 0.15448 -1.77057 -1.09947
H 0.76431 -2.25087 0.42181
H -1.42924 -1.47890 0.02678
H 2.91237 1.43903 0.19781
H 2.19733 -0.16790 -1.29101
H 3.09638 -0.95127 0.90082



6.
18
Properties=species:S:1:pos:R:3 method="wB97M-V/def2-TZVPD" multiplicity=1
O -1.55193 2.24403 1.64988
C -0.63499 1.65264 1.12146
N 0.45336 2.09515 0.51933
C 0.97059 -3.03964 -1.42193
O 0.33836 -1.92341 -0.95817
C -0.75977 0.05631 1.09029
N -1.31870 -0.24778 -0.12860
H 0.50036 3.09357 0.66594
H 2.05356 -2.93907 -1.26093
H 0.64562 -3.92920 -0.85606
H 0.79203 -3.25609 -2.48333
H -1.20893 -0.28882 2.02355
H 0.27038 -0.28937 1.04155
H -2.33963 -0.36340 -0.09097
H -0.83373 -1.08132 -0.57276
H 1.69412 0.86970 -0.70789
H 1.21833 -0.52779 -1.28808
O 1.95750 0.14499 -1.26843



7.
18
Properties=species:S:1:pos:R:3 method="wB97M-V/def2-TZVPD" multiplicity=1
C 0.00998 0.85243 2.50850
C 0.54897 -0.46646 2.23552
N 0.74947 -0.60672 0.79669
C 0.26873 0.63460 0.31714
N -0.19950 1.43242 1.31147
H 0.18025 1.45018 3.41580
H 0.95454 -1.10010 2.91787
H 0.23375 0.72453 -0.73328
H -0.37100 2.48392 1.15729
H 1.83660 -1.78629 -1.52603
H 1.46479 -3.02399 -0.78151
O 1.48678 -2.70171 -1.69642
H -1.86863 -2.33465 -2.11014
H -0.40650 -2.69572 -2.47075
O -1.30709 -3.03721 -2.46864
H -1.91406 3.51028 -0.69378
H -0.65764 3.09144 -1.39804
O -1.00945 3.57305 -0.78169



8.
17
Properties=species:S:1:pos:R:3 method="wB97M-V/def2-TZVPD" total_charge=+1 multiplicity=1
C 0.73753 -0.69903 0.04107
C 2.06749 -0.70017 -0.73155
C -0.37460 0.02945 -0.55755
N 0.68066 -1.36372 1.10037
N -0.60056 1.57158 1.41953
O -0.09089 0.98836 -1.36663
P -2.07352 -0.67102 -0.16351
H 2.07360 0.15518 -1.36002
H 2.77761 -0.76946 0.10413
H 1.96352 -1.51820 -1.40687
H -0.27912 -1.20957 1.59233
H -1.11799 1.00636 1.99267
H -1.15080 2.48294 1.48610
H 0.33822 1.45832 1.75351
H -0.82755 1.35113 -1.83304
H -1.50509 -1.88740 -0.66217
H -2.61853 -0.22473 -1.40838



Per-record Kohn-Sham gap, eV: 10.25 9.32 8.97 9.63 8.61 4.24 9.25 8.90
Per-record HOMO level, eV: -9.34 -8.97 -8.57 -8.92 -7.98 -9.14 -8.93 -14.73
Per-record relative energy (zero: lowest compared OMol25 entry of this formula, charge and spin), kJ/mol: 387.18 148.15 146.60 220.08 385.47 735.80 224.44 456.40